<A>
The following is a DFT calculation (the ωB97M-V functional and the def2-TZVPD basis) of CdH17O9 as an isolated structure.

Summary:
HOMO-LUMO gap (eV): 5.11
Net charge: +1
HOMO (hartree): -0.4682

Atoms and positions in Å:
Cd: 1.649 1.799 0.768
O: 0.202 0.599 0.069
H: -0.379 -0.134 -0.214
O: -1.749 -1.164 -2.244
H: -2.681 -1.384 -2.254
H: -1.717 -0.269 -1.906
O: -1.580 1.733 -1.468
H: -1.116 2.468 -1.870
H: -0.981 1.410 -0.795
O: 0.307 -1.795 1.434
H: 0.252 -1.552 2.358
H: 0.318 -0.959 0.967
O: -2.698 -2.441 0.633
H: -1.850 -2.133 0.954
H: -3.333 -2.089 1.257
O: 2.230 0.233 2.032
H: 2.178 -0.015 2.955
H: 2.578 -0.544 1.594
O: 3.022 0.948 -0.608
H: 3.491 1.563 -1.172
H: 3.247 0.085 -0.954
O: -1.701 0.953 2.085
H: -1.350 0.418 1.374
H: -1.094 1.691 2.152
O: 0.776 -0.143 -2.523
H: 0.623 0.243 -1.660
H: 1.356 0.478 -2.963

Here are the Löwdin charges for atoms 1 to 5, given in e: Cd 1.53; O -0.50; H 0.02; O -0.05; H 0.05


<B>
The following is a DFT calculation (the ωB97M-V functional and the def2-TZVPD basis) of CdH17O9 as an isolated structure.

Summary:
HOMO-LUMO gap (eV): 6.26
Net charge: +1
HOMO (hartree): -0.5071

Atoms and positions in Å:
Cd: 0.191 1.767 -1.705
O: -0.046 -0.021 -0.792
H: 0.063 -0.183 0.165
O: 2.461 -0.842 -0.997
H: 2.679 -0.106 -1.568
H: 1.505 -0.841 -0.957
O: -2.798 -0.090 0.242
H: -2.045 -0.135 -0.347
H: -2.428 -0.226 1.115
O: -1.511 -1.339 -2.601
H: -1.449 -0.787 -3.380
H: -1.017 -0.865 -1.931
O: -0.242 -2.403 2.477
H: 0.645 -2.058 2.576
H: -0.420 -2.343 1.539
O: 1.992 0.794 2.308
H: 1.896 -0.153 2.412
H: 1.262 1.164 2.804
O: -1.417 2.604 -0.582
H: -1.818 3.337 -1.049
H: -1.732 2.692 0.317
O: 1.256 2.310 0.187
H: 1.143 3.150 0.631
H: 1.508 1.702 0.882
O: 0.176 -2.554 -0.241
H: 0.070 -2.959 -1.101
H: 0.076 -1.616 -0.404

Here are the Löwdin charges for atoms 1 to 5, given in e: Cd 1.55; O -0.49; H 0.03; O -0.05; H 0.01


Looking at the structures above, <B> is most stable, and the difference to the next one is 67.0 kJ/mol.